The following is a quantum chemistry calculation of a single C3H10NO4PS2 molecule in a non-equilibrium geometry, from the Open Molecules 2025 dataset.

Atoms and positions in Å:
S  1.044  -2.625  -0.850
S  0.419  0.928  0.543
P  0.026  -2.116  0.708
O  -0.501  -0.184  0.264
O  0.178  1.651  1.798
O  -1.436  -2.699  0.861
O  0.590  -1.795  1.987
N  0.367  2.029  -0.813
C  2.215  0.450  0.296
C  -2.161  -3.061  -0.327
C  -0.227  3.317  -0.403
H  0.073  1.710  -1.680
H  -2.896  -3.825  -0.086
H  -1.267  3.474  -0.822
H  -0.081  3.186  0.679
H  2.749  1.396  0.019
H  2.327  -0.274  -0.565
H  0.410  4.077  -0.933
H  2.630  0.092  1.268
H  -2.833  -2.239  -0.780
H  -1.626  -3.490  -1.164

Values from the calculation:
HOMO level   -0.3357 Eh
Electronic energy   -1613.74007 a.u.